90
Properties=species:S:1:pos:R:3:forces:R:3:mulliken_charge:R:1 method="wB97M-V/def2-TZVPD" homo_energy_ev=-9.27 charge=0 e_lumo_ev=-1.4 de_lowest_kj_mol=525.7 spin_multiplicity=1 homo_lumo_gap_ev=7.91
O 1.95460 0.68520 2.56681 0.4 -0.5 -0.8 -0.937
H 2.40460 1.52987 2.58366 -0.2 0.8 -0.1 0.431
H 1.52480 0.62519 3.41998 -0.6 -0.3 0.5 0.274
O 3.09349 3.04265 2.58815 0.2 0.4 0.1 -0.566
H 3.12745 3.87619 2.11879 0.0 0.2 -0.4 0.253
H 3.56632 3.20718 3.40398 0.2 0.1 0.3 0.254
O -2.09701 -3.23029 3.10943 0.0 0.0 0.5 -0.616
H -2.65566 -2.46569 3.24918 -0.1 0.1 0.1 0.263
H -2.09950 -3.35920 2.16095 0.1 0.0 -0.5 0.336
O 0.97508 0.80230 5.01236 -0.1 0.4 0.2 -0.544
H 1.66242 0.64060 5.65861 0.3 -0.3 0.2 0.254
H 0.19225 0.97964 5.53387 -0.3 -0.1 0.1 0.259
O 0.86738 -0.72640 -4.57112 0.2 -0.2 0.1 -0.566
H 0.75517 0.14924 -4.20111 -0.1 0.2 0.3 0.333
H 0.69180 -0.61636 -5.50562 -0.2 -0.2 -0.3 0.300
O 2.08398 -3.61525 1.86572 0.1 0.2 -0.2 -0.649
H 2.65154 -4.07526 1.24727 0.3 -0.1 -0.2 0.270
H 1.20798 -3.95769 1.68795 -0.5 -0.2 0.1 0.254
O 5.61388 -1.67251 2.31911 0.6 -0.9 -0.4 -0.661
H 5.36819 -0.96105 2.91044 0.1 0.0 -0.1 0.429
H 5.34586 -1.36749 1.45230 0.0 0.0 -0.5 0.326
O 3.13669 -2.39017 4.08806 -0.2 0.4 0.8 -0.655
H 2.93823 -2.70671 3.20679 -0.3 -0.4 -0.4 0.440
H 3.63197 -1.58324 3.94735 0.3 -0.2 0.1 0.351
O 4.49207 0.11803 3.66627 0.1 1.1 1.1 -0.742
H 4.87521 0.96405 3.89798 0.4 0.1 0.2 0.245
H 3.63891 0.33570 3.29080 -0.8 -0.2 -0.6 0.428
O -1.86197 1.23984 -4.21907 0.1 -0.3 -0.1 -0.514
H -1.30806 1.87449 -4.67366 -0.2 0.3 -0.2 0.214
H -1.93317 1.57910 -3.32685 -0.1 0.2 0.3 0.268
O -1.96768 -3.03266 0.19990 -0.5 -0.1 0.1 -0.437
H -1.14994 -2.56286 0.03614 0.4 0.4 0.2 0.161
H -2.49769 -2.87116 -0.58063 -0.3 0.1 -0.3 0.229
O 2.41959 -4.56697 -2.54393 0.3 -0.2 0.2 -0.657
H 2.59531 -3.74694 -3.00534 0.0 0.2 -0.1 0.302
H 1.50377 -4.49895 -2.27395 -0.4 0.0 -0.1 0.336
O -4.93370 -2.71877 -1.17369 0.3 -0.1 -0.1 -0.567
H -5.02141 -2.06937 -0.47596 0.0 0.2 0.3 0.294
H -5.77037 -2.68707 -1.63760 -0.2 -0.1 -0.1 0.274
O -2.94520 0.14917 1.24414 -0.6 -0.3 -1.0 -0.519
H -3.25555 -0.45995 1.91413 0.1 -0.4 0.0 0.177
H -2.42303 0.79043 1.72617 0.2 0.2 0.4 0.299
O 1.31251 2.02718 -3.45704 -0.1 -0.1 0.0 -0.628
H 2.16267 1.98257 -3.89460 0.5 -0.1 -0.1 0.298
H 0.73238 2.43386 -4.10068 -0.3 0.3 -0.1 0.254
O -3.06870 2.68896 -0.67302 -0.1 -0.5 -0.5 -0.614
H -3.04705 1.83145 -0.24825 -0.1 -0.5 0.3 0.392
H -2.43147 3.21324 -0.18792 0.3 0.4 0.5 0.359
O -0.10827 -0.56622 -0.10254 -0.6 -0.4 -0.2 -0.061
H 0.73774 -0.21759 0.17844 0.8 -0.1 0.0 0.211
H -0.69557 0.18951 -0.08947 -0.4 0.0 0.0 0.075
O -0.42908 -2.44378 -2.39550 -0.2 -0.3 0.4 -0.271
H -0.53458 -1.74213 -3.03797 0.1 0.1 -0.6 0.080
H -0.10965 -2.00248 -1.60845 0.3 0.5 0.3 0.240
O -5.02161 2.86380 -2.46551 -0.4 0.0 -0.3 -0.598
H -4.33556 2.41936 -1.96747 0.2 0.2 0.3 0.326
H -5.17177 2.29920 -3.22374 -0.1 0.0 -0.3 0.311
O 2.35621 0.62715 -0.15219 0.1 -0.3 -0.3 -0.785
H 1.82512 1.35469 -0.47601 0.0 0.4 0.0 0.480
H 2.41010 0.77125 0.79257 -0.1 -0.1 0.7 0.559
O 1.22869 2.98795 -0.95508 0.1 0.5 0.9 -0.749
H 0.83991 3.85888 -1.03612 -0.1 0.0 -0.1 0.254
H 1.28617 2.66613 -1.85473 -0.2 -0.3 -1.1 0.360
O 3.91070 4.27587 -1.44625 0.2 0.4 -0.1 -0.653
H 3.06305 3.84198 -1.54350 -0.3 -0.2 0.2 0.365
H 4.50930 3.57684 -1.18301 0.2 -0.2 0.1 0.316
O -3.04173 -1.96346 -4.18130 0.1 0.1 -0.3 -0.566
H -3.88445 -2.41166 -4.25311 -0.2 -0.2 0.0 0.275
H -3.05192 -1.57169 -3.30801 0.0 0.0 0.3 0.261
O -5.32664 1.51637 3.36946 0.2 0.1 0.4 -0.642
H -4.67370 1.22892 2.73127 0.1 -0.2 -0.4 0.319
H -5.90363 2.09962 2.87637 -0.2 0.1 -0.1 0.320
O -1.64232 4.45331 -2.67973 0.6 0.0 -0.3 -0.587
H -1.28876 5.14749 -2.12354 -0.1 0.4 -0.1 0.294
H -1.94592 3.78489 -2.06551 -0.6 -0.4 0.2 0.329
O -2.13137 1.95280 2.82274 0.5 0.7 0.3 -0.548
H -2.77838 2.43363 3.33888 -0.5 0.1 0.1 0.276
H -1.29582 2.14024 3.25046 0.4 -0.2 0.1 0.238
O -0.94009 -5.08421 -2.69289 0.1 -0.8 0.1 -0.593
H -0.86824 -4.20826 -2.31374 0.0 0.7 -0.2 0.297
H -1.86349 -5.31483 -2.59095 -0.2 -0.2 0.0 0.297
O -0.62945 -5.30143 0.73907 0.5 -0.3 0.5 -0.602
H -0.10587 -5.57202 -0.01517 0.1 -0.2 -0.3 0.324
H -1.41225 -4.90398 0.35764 -0.2 0.4 -0.1 0.294
O 4.77894 -0.55341 -0.39681 0.7 -0.2 0.2 -0.644
H 3.92969 -0.13804 -0.24689 -0.5 0.1 -0.2 0.438
H 5.01032 -0.30988 -1.29312 0.1 -0.1 -0.1 0.263
O -1.28213 4.23809 0.52047 0.1 0.3 0.1 -0.669
H -0.85082 4.04409 1.35268 0.0 -0.2 0.3 0.285
H -0.62184 4.70893 0.01198 0.0 0.2 0.0 0.196


90
Properties=species:S:1:pos:R:3:forces:R:3:mulliken_charge:R:1 method="wB97M-V/def2-TZVPD" homo_energy_ev=-10.61 charge=0 e_lumo_ev=0.0 de_lowest_kj_mol=164.7 spin_multiplicity=1 homo_lumo_gap_ev=10.58
O -2.93297 3.01781 -0.43454 -0.1 -1.7 1.1 -0.750
H -3.44788 2.43760 0.23888 1.3 1.2 -1.7 0.361
H -2.25137 2.40582 -0.83839 -1.1 0.4 0.6 0.284
O 1.38067 4.44607 2.86798 0.5 0.0 -1.1 -0.600
H 2.04290 4.63426 2.13797 -0.7 -0.1 1.0 0.394
H 1.57929 5.06716 3.56464 0.1 0.3 0.2 0.242
O -1.82367 0.79140 -1.85527 0.5 0.3 1.3 -0.464
H -2.50360 0.80539 -2.50066 -1.3 0.0 -0.9 0.196
H -1.07114 0.37487 -2.31406 0.7 -0.1 -0.3 0.395
O 2.95944 5.73015 0.81755 1.3 -0.5 0.7 -0.713
H 2.10312 6.00514 0.56627 -1.5 0.7 -0.5 0.326
H 3.14796 5.05463 0.15990 0.1 -0.4 -0.3 0.343
O 1.93611 1.80151 2.33092 2.1 -0.8 -1.5 -0.608
H 1.52489 1.02630 1.92918 -0.7 -0.1 0.5 0.418
H 1.44181 2.29166 2.95742 -1.2 0.5 0.7 0.238
O 2.42087 3.52040 -1.02177 -1.0 -0.8 0.1 -0.486
H 2.99067 3.18435 -1.71658 0.5 0.1 -0.4 0.278
H 1.66939 2.88448 -1.05429 0.6 0.7 0.3 0.220
O -1.09489 -6.68664 0.06524 2.1 -1.3 2.5 -0.691
H -1.35732 -5.90969 0.59737 -0.2 -0.2 0.0 0.363
H -0.49207 -7.19735 0.76694 -1.9 1.6 -2.5 0.351
O -2.05299 -4.61795 1.92320 0.9 -1.3 1.2 -0.762
H -2.40774 -5.00532 2.76067 0.3 0.8 -1.3 0.263
H -2.67152 -3.98788 1.54148 -1.0 0.3 0.0 0.430
O 0.14178 -4.34984 -1.64302 2.1 0.0 -0.1 -0.669
H -0.23285 -5.16008 -1.33134 -0.9 -0.7 0.3 0.299
H -0.48589 -3.66225 -1.75854 -1.3 0.8 0.1 0.302
O 3.70811 -0.28039 3.42302 2.1 0.9 0.5 -0.612
H 4.50757 0.22338 3.75739 -1.3 -1.2 -0.2 0.305
H 3.33412 0.39578 2.85309 -0.9 0.3 0.0 0.236
O -1.76048 -1.72917 -0.83746 -1.3 0.0 0.7 -0.186
H -2.41333 -2.17160 -0.21330 1.1 1.1 -0.8 0.302
H -1.97033 -0.74865 -0.90865 0.2 -1.4 0.2 0.146
O 0.49063 -3.48141 1.40016 0.9 1.0 1.0 -0.595
H -0.39182 -3.75916 1.63240 -0.9 -0.5 -0.1 0.365
H 0.74183 -3.83146 0.55476 -0.1 -0.5 -1.0 0.249
O -1.33975 0.37553 1.92103 -0.1 0.7 -0.4 -0.420
H -2.20519 0.51651 1.46393 0.5 -0.6 0.2 0.096
H -1.08892 1.29436 2.10571 0.2 0.3 0.2 0.374
O 1.00198 -0.69785 1.03615 -1.8 0.1 -0.3 -0.418
H 0.13037 -0.17764 0.90844 1.5 -1.3 0.3 0.379
H 0.67647 -1.64857 1.13126 0.6 1.2 -0.1 0.134
O 2.76454 1.38392 -4.62398 -0.2 -0.5 0.2 -0.567
H 3.45947 1.91202 -4.20919 0.1 0.3 -0.1 0.373
H 2.45818 1.84337 -5.40614 0.1 0.2 0.0 0.276
O 4.63590 3.10545 -3.25954 1.5 -0.3 0.4 -0.718
H 5.03509 3.78957 -3.85514 -0.3 -1.1 1.1 0.278
H 5.36718 2.59787 -2.73015 -1.2 1.2 -1.2 0.410
O 1.68852 -2.96536 4.09519 -2.7 -1.9 -1.0 -0.675
H 2.43393 -2.41264 3.94741 0.8 0.8 -0.8 0.281
H 1.26174 -3.31368 3.22424 1.8 1.2 1.7 0.343
O 6.53870 1.79732 -1.53331 1.6 1.0 -1.9 -0.700
H 7.22345 2.50628 -1.42614 -1.2 -1.1 0.4 0.335
H 6.03198 1.66575 -0.75111 -0.6 0.3 1.5 0.374
O -3.72127 -1.45657 3.23753 0.8 0.1 1.4 -0.742
H -2.74636 -1.63991 3.48423 -0.5 0.3 -1.0 0.423
H -4.03809 -1.37190 4.15232 -0.6 0.0 -0.5 0.274
O 4.46141 1.50316 0.57683 1.2 0.2 -1.5 -0.545
H 3.72959 1.98399 0.92137 -1.3 0.8 0.5 0.216
H 4.53909 0.72639 1.09787 0.1 -1.2 0.8 0.283
O 0.20548 -0.00747 -3.28552 -0.3 0.2 0.0 -0.621
H 1.04388 0.35653 -3.00800 0.5 0.5 0.3 0.110
H 0.51956 -0.80592 -3.71412 -0.1 -0.7 -0.5 0.354
O -4.59441 -2.38548 -1.59105 -0.4 -0.1 -0.6 -0.629
H -5.01034 -2.89758 -2.31096 0.6 0.4 0.5 0.281
H -3.80187 -1.93421 -1.93979 -0.2 -0.4 0.1 0.320
O 2.65607 -0.39965 -1.37684 2.0 1.3 -0.6 -0.404
H 2.28658 -0.51509 -0.50904 -0.9 -0.3 1.0 0.298
H 3.46788 0.15236 -1.17349 -1.3 -0.9 -0.5 0.262
O -3.88749 -2.96743 1.04167 0.1 0.6 0.5 -0.705
H -4.44489 -2.83224 0.26529 0.0 0.2 -0.1 0.275
H -4.00848 -2.26101 1.73038 -0.1 -0.7 -0.6 0.390
O -3.80315 0.58718 1.16211 -1.1 -0.2 -0.3 -0.640
H -4.00843 0.14492 2.02763 -0.1 0.1 -1.0 0.245
H -4.41497 0.31344 0.43101 0.7 0.1 1.1 0.298
O -4.40222 3.25548 -3.31845 -0.7 -0.7 -1.3 -0.689
H -4.28048 2.63956 -4.07698 0.1 0.8 0.8 0.323
H -3.64221 3.14783 -2.75436 0.5 -0.1 0.6 0.320
O -1.04222 3.17329 1.98333 -0.7 -0.2 -0.6 -0.585
H -1.54899 3.42300 1.18677 0.1 -0.1 0.3 0.320
H -0.49269 3.92446 2.19728 0.6 0.3 0.2 0.283
O -1.18439 -1.65975 3.63678 1.4 1.0 -0.5 -0.610
H -0.74041 -0.89914 3.12159 -1.2 -1.4 0.9 0.316
H -0.48108 -2.11974 4.12278 0.0 0.1 -0.1 0.286
O 1.78231 -2.15405 -4.23128 -1.6 -0.4 1.8 -0.684
H 2.10380 -2.07100 -3.31111 0.1 -0.1 -0.6 0.326
H 2.49809 -1.98119 -4.79599 1.6 0.5 -1.0 0.286
O -4.90038 0.57514 -2.26955 -2.8 0.4 -1.6 -0.583
H -5.32953 1.44977 -2.58344 1.3 -1.5 0.9 0.331
H -5.60233 -0.08866 -2.58400 1.7 1.1 0.9 0.295


100
Properties=species:S:1:pos:R:3:forces:R:3:mulliken_charge:R:1 method="wB97M-V/def2-TZVPD" homo_energy_ev=-12.54 charge=+1 e_lumo_ev=-2.6 spin_multiplicity=1 homo_lumo_gap_ev=9.97
O 14.36379 24.55628 -2.61849 -1.0 -0.4 -0.9 1.020
H 13.83078 24.98843 -1.94710 -0.4 0.6 1.0 -0.053
H 14.69232 23.71363 -2.29660 0.6 -1.8 0.4 0.201
H 15.05194 25.11552 -2.98632 1.2 1.1 -0.5 0.116
O 9.60210 24.99703 -3.96849 -0.1 -0.3 -0.1 -0.598
H 8.83246 25.37663 -3.54448 -0.3 0.1 0.2 0.241
H 9.47811 25.18065 -4.89970 0.0 0.2 -0.5 0.275
O 15.67979 28.92670 -4.31343 -0.3 0.1 0.6 -0.659
H 16.34462 28.46802 -4.82709 0.6 -0.3 -0.3 0.342
H 15.78787 29.84812 -4.54912 -0.2 0.3 -0.2 0.275
O 14.12851 20.76575 0.57044 0.0 -0.1 0.0 -0.775
H 13.68434 20.29860 -0.13716 0.0 -0.2 -0.1 0.324
H 13.88606 21.68277 0.44186 -0.1 0.4 -0.2 0.157
O 11.55155 25.53166 -2.25336 0.8 -0.8 0.6 -0.471
H 11.33256 26.43709 -2.03321 -0.3 0.9 0.2 0.252
H 11.02042 25.33724 -3.02558 -0.1 -0.1 -0.5 0.237
O 14.63827 26.97383 -1.42847 -0.1 -0.7 -0.4 0.412
H 13.88469 27.47293 -1.11346 -0.2 0.5 0.6 -0.013
H 15.37112 27.58741 -1.37673 0.2 0.5 0.1 -0.140
O 12.04790 22.84706 1.38536 -0.3 0.3 0.4 -0.448
H 11.73766 22.05209 0.95177 0.1 -0.5 -0.5 0.292
H 11.82544 22.71983 2.30762 0.2 0.1 0.5 0.230
O 15.97782 28.39581 2.24217 0.1 0.5 -0.1 -0.643
H 15.66448 27.63926 1.74651 -0.3 -0.5 0.0 0.254
H 16.79495 28.09872 2.64252 0.2 0.0 0.2 0.278
O 16.71012 19.82630 -1.54746 -0.6 -0.6 -0.4 -0.634
H 17.41495 19.56714 -2.14100 0.2 -0.1 -0.2 0.275
H 17.03477 20.61953 -1.12126 0.4 0.5 0.6 0.383
O 14.98702 21.97193 -2.29568 -0.1 1.1 0.5 -0.089
H 14.49682 21.61366 -3.03565 -0.6 -0.2 -0.8 0.170
H 15.54959 21.25231 -2.00948 0.5 -0.5 0.3 0.178
O 13.37371 21.09296 -4.32404 0.7 -0.7 0.4 -0.591
H 13.09771 21.93583 -4.68404 -0.4 0.6 -0.3 0.309
H 12.57566 20.71836 -3.95116 -0.2 -0.2 -0.1 0.218
O 10.29654 27.47590 1.33553 0.3 0.7 0.2 -0.587
H 9.45299 27.64824 0.91724 -0.2 -0.1 0.0 0.281
H 10.43785 26.53716 1.21299 0.0 -0.4 -0.2 0.330
O 17.70994 22.12072 -0.48105 0.4 -0.2 -0.5 -0.655
H 18.53769 21.91734 -0.04551 0.3 -0.2 0.1 0.289
H 17.31297 22.80056 0.06344 -0.8 0.4 0.7 0.356
O 17.77003 27.51452 -5.46895 -0.1 0.0 0.1 -0.596
H 18.56098 27.44264 -4.93465 0.4 0.0 0.2 0.288
H 18.09097 27.72640 -6.34549 0.0 -0.1 -0.4 0.242
O 16.51886 23.30411 -5.39019 -0.5 0.4 -0.2 -0.546
H 16.86320 22.42664 -5.22379 0.4 -0.7 -0.1 0.389
H 16.61713 23.76271 -4.55578 0.1 0.4 0.2 0.268
O 13.25163 28.95146 0.36565 -0.2 -0.1 -0.6 -0.528
H 13.93270 28.93943 1.03813 0.4 0.0 0.2 0.218
H 12.48355 29.31238 0.80840 -0.2 0.0 0.3 0.268
O 11.83997 23.28635 -4.79187 0.1 -0.1 0.0 -0.560
H 11.02962 23.56921 -4.36814 -0.3 0.0 0.3 0.218
H 11.84782 23.75062 -5.62891 0.2 0.2 -0.4 0.256
O 18.18127 26.03562 -0.24891 -0.1 -0.2 -0.1 -0.634
H 18.44463 26.78224 -0.78690 -0.1 0.4 -0.1 0.249
H 18.96993 25.80279 0.24103 0.3 0.0 0.5 0.297
O 16.40175 24.15231 1.04681 0.6 -0.8 -0.5 -0.632
H 15.87493 24.66245 1.66199 -0.5 0.3 0.4 0.302
H 16.78134 24.80437 0.45776 0.0 0.6 -0.2 0.181
O 14.42614 26.03093 1.96093 0.6 0.0 0.5 -0.453
H 13.86833 25.57619 1.32982 -0.4 -0.1 -1.0 0.368
H 14.05947 25.80097 2.81469 0.0 0.2 0.4 0.259
O 13.32347 27.20281 -4.26895 -0.1 -0.5 -0.1 -0.512
H 13.16131 27.13541 -3.32800 -0.1 -0.1 0.2 0.213
H 14.18476 27.61516 -4.33511 0.3 0.5 0.0 0.270
O 11.14404 21.28587 -0.66156 0.0 0.0 0.1 -0.590
H 10.19267 21.27655 -0.55640 -0.4 -0.1 0.0 0.269
H 11.28324 21.14941 -1.59869 0.2 0.0 -0.2 0.236
O 10.00118 24.85382 0.24952 -0.3 0.1 0.2 -0.576
H 10.17653 23.98329 0.60684 0.3 -0.3 0.3 0.248
H 9.88386 24.70871 -0.68932 0.2 0.2 -0.4 0.271
O 16.07105 29.55225 -1.34283 0.0 -0.3 0.3 -0.524
H 16.89975 29.99500 -1.15995 0.2 0.2 0.2 0.285
H 16.09986 29.36723 -2.28154 -0.2 0.0 -0.7 0.274
O 11.74756 27.21178 -6.47657 -0.6 -0.1 -0.5 -0.646
H 12.19314 26.98538 -7.29292 0.0 -0.1 -0.3 0.310
H 12.34419 26.91812 -5.78808 0.4 0.1 0.7 0.354
O 10.97192 28.09326 -1.84630 0.0 0.1 -0.2 -0.527
H 10.08428 28.43226 -1.96203 -0.2 0.1 -0.2 0.244
H 11.31237 28.56627 -1.08696 0.3 0.1 0.4 0.207
O 17.59107 20.77447 -5.14807 0.2 0.2 0.2 -0.613
H 17.11734 20.09040 -4.67492 -0.5 -0.4 -0.1 0.308
H 18.45622 20.39862 -5.31077 0.3 0.1 -0.2 0.262
O 13.15347 24.78479 -0.13797 0.8 0.3 -0.2 -0.333
H 12.36773 25.06441 -0.60770 -0.7 0.2 -0.2 0.304
H 12.85088 24.08474 0.44049 -0.3 -0.7 0.3 0.130
O 18.73315 24.14502 -2.29955 0.2 0.4 -0.7 -0.665
H 18.26640 23.34429 -2.06037 -0.2 -0.5 0.2 0.361
H 18.77641 24.64936 -1.48714 -0.1 0.1 0.3 0.354
O 15.37419 21.72945 2.84358 0.0 0.3 0.5 -0.630
H 16.31042 21.78336 2.65178 0.2 0.1 0.0 0.284
H 14.98049 21.41288 2.03055 -0.1 -0.4 -0.2 0.497
O 16.58228 25.69728 -3.62710 -0.5 -0.1 0.3 -0.616
H 16.84909 26.29281 -4.32738 -0.2 0.1 -0.7 0.208
H 17.34926 25.63769 -3.05751 0.4 -0.6 0.4 0.136
O 15.26031 18.85654 -5.03139 0.5 -0.1 0.0 -0.630
H 15.29801 18.29407 -4.25781 -0.1 -0.3 0.2 0.331
H 14.80597 19.64453 -4.73325 -0.5 0.5 -0.1 0.309
O 14.45639 23.88093 -7.48881 -0.6 0.2 -0.2 -0.623
H 14.89645 23.51456 -6.72176 0.5 -0.1 0.4 0.349
H 15.16869 24.13515 -8.07552 0.2 0.0 -0.1 0.282


no.,DFT total energy (eV)
1,-62399.820
2,-62403.561
3,-68653.804